#a
Entry from OMol25: a 3-piece molecular cluster, C3H7NO3S overall (ωB97M-V/def2-TZVPD).

Total charge: 0
HOMO energy, Eh: -0.3536

Last column: Löwdin charge in e.
Positions of all 15 atoms, in Å:
O1 -0.298 -0.553 -0.750  -0.424
H1 1.537 0.978 1.456  0.093
C1 1.798 0.796 0.424  -0.347
H2 -3.614 1.622 0.939  0.086
H3 1.672 1.396 -1.323  0.046
C2 -3.473 0.598 0.602  -0.146
H4 2.921 -0.634 1.058  0.068
H5 -3.379 -0.231 1.399  0.112
O2 -3.457 0.273 -0.527  -0.088
H6 2.044 -1.270 -0.342  0.043
C3 2.543 -0.431 0.045  -0.097
S1 -1.481 -1.240 -1.193  0.909
O3 -1.605 -2.647 -0.889  -0.410
H7 3.495 -0.261 -0.500  0.089
N1 1.297 1.605 -0.401  0.068


#b
Entry from OMol25: an isolated molecule of C3H7NO3S (ωB97M-V/def2-TZVPD).

Total charge: 0
HOMO energy (spin up / spin down), Eh: -0.3640 / -0.3349

Last column: Löwdin charge in e.
Positions of all 15 atoms, in Å:
H1 -2.060 -0.746 -0.563  0.118
S1 0.065 -2.136 0.880  0.820
H2 -1.041 0.483 -1.329  0.143
O1 -0.988 -3.122 0.931  -0.356
H3 0.980 -0.939 -1.039  0.079
H4 0.245 2.006 0.722  0.139
O2 1.391 -2.592 1.216  -0.354
H5 2.117 0.579 1.364  0.104
C1 -1.067 -0.287 -0.539  -0.335
C2 -0.022 -1.318 -0.876  -0.181
H6 0.118 1.087 2.235  0.128
N1 -0.975 0.362 0.716  0.035
O3 1.395 0.291 0.798  -0.099
C3 0.202 0.977 1.143  -0.339
H7 -0.329 -2.035 -1.632  0.097


In terms of stability, #a leads; the second structure lies 0.0434 hartree higher.


#a
Entry from OMol25: CH3BrO3P as an isolated structure (ωB97M-V/def2-TZVPD).

Total charge: -1
HOMO energy, Eh: -0.1818

Last column: Löwdin charge in e.
Positions of all 9 atoms, in Å:
O1 0.027 -1.822 -0.798  -0.413
O2 -1.378 0.308 -1.101  -0.391
Br1 -2.634 -1.422 1.347  0.431
H1 1.920 0.569 0.491  0.018
O3 -0.717 -0.364 1.282  -0.551
H2 1.454 0.784 -1.024  0.018
H3 0.696 1.669 0.167  -0.003
C1 1.036 0.732 -0.059  -0.144
P1 -0.404 -0.455 -0.305  0.035


#b
Entry from OMol25: an isolated ion of composition CH3BrO3P and charge -1 (ωB97M-V/def2-TZVPD).

Total charge: -1
HOMO energy, Eh: -0.1540

Last column: Löwdin charge in e.
Positions of all 9 atoms, in Å:
O1 0.240 1.740 -1.235  -0.369
O2 0.260 1.831 1.304  -0.376
H1 -0.529 -1.139 -0.181  0.031
P1 0.092 1.090 0.043  0.250
H2 -1.522 -0.265 0.921  -0.029
Br1 2.149 -0.553 0.031  0.624
H3 -1.882 -0.135 -0.736  0.018
O3 2.363 -2.309 -0.152  -0.988
C1 -1.171 -0.260 0.006  -0.161


In terms of stability, #a leads; the second structure lies 0.0444 hartree higher.


#a
Entry from OMol25: a 2-piece molecular cluster, C2H9N2O overall (ωB97M-V/def2-TZVPD).

Multiplicity: 2
Total charge: 0
HOMO energy (spin up / spin down), Eh: -0.1232 / -0.2700

Last column: Löwdin charge in e.
Positions of all 14 atoms, in Å:
H1 -0.189 0.716 -1.429  0.144
H2 0.729 -1.279 0.543  0.043
C1 0.711 -0.310 0.127  -0.240
C2 1.240 0.926 0.496  -0.345
H3 0.052 -0.784 -1.752  0.093
O1 -3.054 -1.095 -0.612  -0.086
H4 -3.565 -0.615 0.101  0.086
H5 -3.756 -1.284 -1.267  0.059
H6 -1.239 -0.362 -0.808  0.090
N1 -0.237 -0.245 -1.000  0.084
N2 2.325 1.028 1.370  -0.004
H7 2.186 0.559 2.166  0.004
H8 3.155 0.833 0.916  0.028
H9 0.736 1.800 0.099  0.044


#b
Entry from OMol25: a 2-piece molecular cluster, C2H9N2O overall (ωB97M-V/def2-TZVPD).

Multiplicity: 2
Total charge: 0
HOMO energy (spin up / spin down), Eh: -0.1244 / -0.2751

Last column: Löwdin charge in e.
Positions of all 14 atoms, in Å:
H1 -1.808 2.070 -2.173  0.098
C1 -0.890 0.655 -0.993  -0.286
H2 -1.448 0.902 -0.082  0.090
H3 0.701 -0.035 0.730  0.061
N1 0.731 -0.903 0.128  -0.032
H4 1.463 -0.054 2.922  0.046
H5 0.310 -0.545 3.717  0.048
N2 -1.043 1.439 -2.036  0.053
O1 0.510 -0.310 2.779  -0.167
H6 1.784 -1.300 0.050  0.056
H7 -0.212 1.393 -2.555  0.078
H8 -0.224 -1.063 -1.939  0.043
H9 0.161 -1.769 0.545  0.143
C2 -0.034 -0.482 -1.093  -0.231


In terms of stability, #a leads; the second structure lies 0.0240 hartree higher.


#a
Entry from OMol25: an isolated molecule of C4H3N3 (ωB97M-V/def2-TZVPD).

Total charge: 0
HOMO energy, Eh: -0.3444

Last column: Löwdin charge in e.
Positions of all 10 atoms, in Å:
H1 -0.919 -1.924 -1.829  0.089
C1 -0.130 -0.169 1.292  -0.085
N1 -0.227 1.104 1.743  0.002
H2 -0.217 -1.016 1.964  0.114
N2 0.133 1.183 -0.344  0.044
H3 0.319 1.639 -1.228  0.163
C2 -0.116 -1.413 -1.298  0.047
C3 1.082 -1.153 -0.939  0.015
N3 -0.060 1.916 0.742  0.000
C4 0.125 -0.167 -0.079  -0.387


#b
Entry from OMol25: an isolated molecule of C4H3N3 (ωB97M-V/def2-TZVPD).

Total charge: 0
HOMO energy, Eh: -0.3435

Last column: Löwdin charge in e.
Positions of all 10 atoms, in Å:
H1 1.909 -0.792 -0.334  0.122
C1 -0.778 -0.087 1.541  -0.309
H2 0.850 0.280 -2.234  0.112
C2 0.343 0.226 -1.277  -0.152
N1 -0.917 0.780 -1.208  -0.068
C3 -2.006 1.208 -1.060  0.054
C4 0.922 -0.358 -0.225  -0.106
N2 -1.771 0.226 2.052  0.159
N3 0.409 -0.503 1.062  0.042
H3 0.991 -0.972 1.737  0.146


In terms of stability, #b leads; the second structure lies 0.1038 hartree higher.


#a
Entry from OMol25: an isolated molecule of C4H3N3 (ωB97M-V/def2-TZVPD).

Total charge: 0
HOMO energy, Eh: -0.3570

Last column: Löwdin charge in e.
Positions of all 10 atoms, in Å:
N1 0.785 -1.655 0.606  0.033
H1 -0.396 -0.446 -1.857  0.140
C1 -1.091 1.410 0.378  -0.208
H2 0.939 0.571 -1.293  0.140
N2 -0.093 -0.704 1.139  0.085
C2 -0.443 0.229 0.239  -0.317
N3 0.986 -1.424 -0.593  0.024
H3 -0.249 -0.696 2.136  0.160
C3 0.252 -0.230 -1.003  -0.113
C4 -0.653 2.577 0.120  0.056


#b
Entry from OMol25: an isolated molecule of C4H3N3 (ωB97M-V/def2-TZVPD).

SMILES string: C#Cc1cnn[nH]1
Total charge: 0
HOMO energy, Eh: -0.3475

Last column: Löwdin charge in e.
Positions of all 10 atoms, in Å:
N1 1.024 -1.082 -0.380  0.045
N2 0.487 -1.326 1.668  0.000
H1 -0.894 0.339 1.736  0.113
H2 1.519 -1.340 -1.222  0.159
N3 1.224 -1.818 0.721  -0.016
C1 -1.122 1.895 -1.216  0.131
C2 -0.195 -0.266 1.179  -0.102
H3 -1.745 2.738 -1.410  0.035
C3 -0.432 0.946 -0.935  -0.075
C4 0.133 -0.087 -0.141  -0.291


#c
Entry from OMol25: an isolated molecule of C4H3N3 (ωB97M-V/def2-TZVPD).

SMILES string: [H]/N=C(\C#N)N=C=C
Total charge: 0
HOMO energy, Eh: -0.3537

Last column: Löwdin charge in e.
Positions of all 10 atoms, in Å:
N1 0.048 -1.349 -0.803  0.170
C1 -0.356 0.547 -2.240  -0.153
N2 0.274 0.857 -0.043  0.138
N3 -0.633 1.014 -3.255  0.167
C2 0.278 0.450 1.111  -0.227
H1 -0.146 1.084 2.539  0.144
C3 -0.028 -0.091 -0.991  -0.469
H2 -0.151 -1.852 -1.666  0.067
H3 0.346 -0.710 3.048  0.078
C4 0.368 0.050 2.299  0.086


#d
Entry from OMol25: an isolated molecule of C4H3N3 (ωB97M-V/def2-TZVPD).

SMILES string: N#CC1C=NN=C1
Total charge: 0
HOMO energy, Eh: -0.3918

Last column: Löwdin charge in e.
Positions of all 10 atoms, in Å:
H1 0.028 -0.890 1.476  0.168
C1 -1.472 -0.065 0.645  -0.193
H2 0.804 1.758 1.001  0.109
C2 0.707 0.977 0.281  -0.109
N1 1.223 1.147 -0.929  0.066
H3 0.194 -1.966 -1.306  0.096
C3 0.021 -0.340 0.471  -0.236
C4 0.259 -0.987 -0.924  -0.060
N2 -2.512 0.374 0.957  0.148
N3 0.746 -0.008 -1.672  0.012


In terms of stability, #b leads; the second structure lies 0.0108 hartree higher.


#a
Entry from OMol25: an isolated molecule of C4H3N3 (ωB97M-V/def2-TZVPD).

SMILES string: C#Cc1cnn[nH]1
Total charge: 0
HOMO energy, Eh: -0.3494

Last column: Löwdin charge in e.
Positions of all 10 atoms, in Å:
C1 2.524 -0.101 -0.156  0.133
H1 -0.686 -1.999 0.302  0.162
C2 -0.081 -0.018 -0.215  -0.291
H2 3.557 -0.038 0.092  0.033
N1 -0.899 -1.018 0.196  0.041
N2 -2.125 0.711 0.242  -0.003
C3 -0.896 1.089 -0.186  -0.096
C4 1.330 -0.120 -0.299  -0.075
N3 -2.122 -0.566 0.469  -0.013
H3 -0.644 2.112 -0.427  0.109


#b
Entry from OMol25: an isolated molecule of C4H3N3 (ωB97M-V/def2-TZVPD).

SMILES string: N#Cc1ncc[nH]1
Total charge: 0
HOMO energy, Eh: -0.3465

Last column: Löwdin charge in e.
Positions of all 10 atoms, in Å:
N1 -0.549 -0.155 -0.630  0.104
C1 0.188 0.921 -0.986  -0.105
N2 -1.327 -2.448 1.844  0.158
N3 0.657 0.414 1.165  0.124
H1 1.945 1.347 -0.308  0.104
H2 0.228 1.385 -1.958  0.118
C2 0.958 1.234 0.094  -0.160
H3 -1.007 -0.783 -1.268  0.162
C3 -0.844 -1.515 1.359  -0.133
C4 -0.249 -0.401 0.689  -0.371


In terms of stability, #b leads; the second structure lies 0.0496 hartree higher.